Computed, not measured: a structure of composition C19H43GdN2OP3Se, with wB97M-V/def2-TZVPD.

Last column: Mulliken charge in e.
Cartesian coordinates (Å):
Gd (-1.926, -0.233, -0.337)  0.563
P (-1.448, -2.552, 1.200)  0.852
P (1.747, -0.567, 2.203)  0.724
P (1.148, -1.392, -1.195)  1.079
H (-3.679, 1.581, -2.316)  0.326
C (-3.188, 0.644, -2.633)  -0.580
C (-1.823, 0.411, -2.540)  0.099
H (-1.127, 1.174, -2.112)  0.186
C (-2.908, -2.142, 2.241)  -1.315
C (-0.537, -3.809, 2.180)  -1.185
C (-2.364, -3.458, -0.116)  -1.217
C (2.957, 0.770, 2.553)  -1.325
C (0.749, -0.386, 3.745)  -1.156
C (2.788, -1.976, 2.783)  -1.373
C (0.874, -1.387, -3.009)  -1.602
C (1.392, -3.194, -0.929)  -1.212
C (2.950, -1.010, -1.200)  -1.172
H (-3.851, 0.068, -3.325)  0.292
H (-1.365, -0.547, -2.805)  0.068
H (-3.497, -1.317, 1.790)  0.432
H (-2.598, -1.835, 3.250)  0.306
H (-3.564, -3.023, 2.317)  0.472
H (-0.192, -3.384, 3.139)  0.344
H (0.346, -4.149, 1.614)  0.293
H (-1.137, -4.703, 2.420)  0.503
H (-2.956, -2.765, -0.745)  0.472
H (-3.060, -4.170, 0.345)  0.449
H (-1.666, -4.004, -0.759)  0.341
H (3.464, 0.592, 3.511)  0.446
H (2.441, 1.737, 2.590)  0.360
H (3.708, 0.814, 1.755)  0.373
H (1.404, -0.470, 4.629)  0.469
H (-0.036, -1.155, 3.799)  0.254
H (0.284, 0.609, 3.737)  0.282
H (3.251, -1.709, 3.744)  0.499
H (3.574, -2.187, 2.045)  0.393
H (2.172, -2.877, 2.914)  0.297
H (1.698, -1.902, -3.515)  0.524
H (0.804, -0.358, -3.381)  0.406
H (-0.064, -1.905, -3.233)  0.525
H (2.062, -3.586, -1.705)  0.541
H (0.440, -3.729, -0.976)  0.314
H (1.857, -3.378, 0.047)  0.171
H (3.448, -1.590, -1.989)  0.511
H (3.420, -1.260, -0.241)  0.265
H (3.099, 0.065, -1.401)  0.281
C (1.217, 3.445, -2.577)  0.249
C (-0.072, 3.481, -3.111)  -0.233
C (-0.278, 3.646, -4.478)  -0.806
C (0.812, 3.550, -5.361)  -0.426
C (2.097, 3.342, -4.835)  -0.610
C (2.316, 3.333, -3.450)  -0.290
Se (1.404, 3.486, -0.657)  0.103
H (2.436, 2.424, -0.486)  0.047
H (-0.913, 3.320, -2.438)  0.360
H (-1.289, 3.867, -4.823)  0.406
H (0.682, 3.617, -6.442)  0.437
H (2.925, 3.188, -5.532)  0.431
H (3.297, 3.204, -2.999)  0.473
C (-2.635, 1.380, 3.758)  -0.433
N (-2.302, 2.541, 2.929)  -0.212
C (-2.023, 2.453, 1.638)  0.848
N (-1.596, 3.534, 0.951)  -0.297
O (-2.178, 1.334, 1.015)  -0.519
H (-2.214, 0.466, 3.326)  -0.167
H (-3.727, 1.252, 3.815)  0.315
H (-2.211, 1.535, 4.761)  0.389
H (-2.305, 3.474, 3.366)  0.263
H (-1.121, 3.390, 0.064)  -0.165
H (-1.410, 4.385, 1.477)  0.261

As for the total charge: +3. The multiplicity is 8. The calculation puts the molar mass at 644.70 u. Its LUMO energy (spin up / spin down) is -12.18 / -10.14 eV. The calculation puts the HOMO energy (spin up / spin down) at -15.86 / -15.87 eV.